A 6-piece molecular cluster, H12O5S2 overall. Source: OMol25; level of theory: ωB97M-V with the def2-TZVPD basis set.

Computed properties:
LUMO energy (eV): 0.1403
Orbital gap (eV): 9.77
Highest occupied orbital energy (eV): -9.63
SMILES: SS.O.O.O.O.O

Positions of all 19 atoms, in Å:
1 S 2.643 0.559 0.792
2 S 2.703 -0.911 -0.657
3 H 1.310 0.591 0.960
4 H 2.941 -0.135 -1.811
5 O -2.171 2.178 0.035
6 H -3.066 2.540 -0.069
7 H -2.085 1.547 0.819
8 O -3.859 0.046 -1.369
9 H -3.249 0.519 -0.698
10 H -3.808 -0.907 -1.147
11 O -1.678 0.352 1.925
12 H -1.247 -0.505 1.710
13 H -1.272 0.757 2.699
14 O -0.931 -0.117 -1.442
15 H -1.800 -0.340 -1.886
16 H -1.166 0.595 -0.869
17 O -0.384 -1.900 0.581
18 H -0.567 -1.283 -0.126
19 H 0.667 -2.219 0.423

---

An isolated ion of composition C8H14N3 and charge +1. Source: OMol25; level of theory: ωB97M-V with the def2-TZVPD basis set.

Computed properties:
LUMO energy (eV): -2.6940
Orbital gap (eV): 10.29
Highest occupied orbital energy (eV): -12.98
Net charge: +1
SMILES: C=N[C@H](CC)c1c[nH]c(C)[nH+]1

Positions of all 25 atoms, in Å:
1 C 1.951 -2.146 -0.606
2 N 1.041 -1.352 -0.279
3 C 0.887 0.092 -0.541
4 C 1.684 1.011 0.390
5 C 3.280 1.057 0.130
6 C -0.713 0.311 -0.447
7 C -1.526 1.388 -0.811
8 N -2.773 0.951 -0.590
9 C -2.792 -0.235 0.044
10 C -3.943 -0.987 0.416
11 N -1.529 -0.609 0.073
12 H 1.866 -3.241 -0.217
13 H 2.760 -1.916 -1.250
14 H 1.166 0.388 -1.566
15 H 1.416 0.688 1.472
16 H 1.369 1.986 0.257
17 H 3.485 1.712 -0.786
18 H 3.737 1.736 1.022
19 H 3.727 0.014 0.220
20 H -1.265 2.293 -1.213
21 H -3.683 1.591 -0.701
22 H -4.750 -0.312 0.569
23 H -4.498 -1.563 -0.343
24 H -3.880 -1.719 1.204
25 H -1.115 -1.399 0.576

---

H2O4S as an isolated structure. Source: OMol25; level of theory: ωB97M-V with the def2-TZVPD basis set.

Computed properties:
LUMO energy (eV): 0.3125
Orbital gap (eV): 12.14
Highest occupied orbital energy (eV): -11.83

Positions of all 7 atoms, in Å:
1 O -2.030 -0.324 -0.279
2 O -0.511 1.361 0.495
3 O 1.497 -0.272 0.141
4 O 0.363 -1.049 0.410
5 S -0.721 0.154 -0.195
6 H 1.621 0.034 1.049
7 H -0.220 0.096 -1.621

---

A 2-piece molecular cluster, C3H6OSi overall. Source: OMol25; level of theory: ωB97M-V with the def2-TZVPD basis set.

Computed properties:
LUMO energy (eV): -0.6606
Orbital gap (eV): 8.14
Highest occupied orbital energy (eV): -8.80
SMILES: O=[SiH2].C=C=C

Positions of all 11 atoms, in Å:
1 O 1.400 0.398 -0.514
2 Si 1.320 1.190 -1.851
3 H 1.455 2.528 -2.406
4 H 1.400 0.230 -2.951
5 C -0.301 0.563 2.018
6 C -0.529 -0.229 1.005
7 C -0.816 -0.895 -0.060
8 H 0.481 1.379 2.100
9 H -0.777 0.488 3.064
10 H -0.367 -1.759 -0.309
11 H -1.697 -0.588 -0.571

---

C17H17AuN2O8 as an isolated structure. Source: OMol25; level of theory: ωB97M-V with the def2-TZVPD basis set.

Computed properties:
LUMO energy (eV): -0.6102
Orbital gap (eV): 7.74
Highest occupied orbital energy (eV): -8.35

Positions of all 45 atoms, in Å:
1 Au -0.176 0.710 0.869
2 C -3.488 -0.495 -4.721
3 O -2.932 -1.740 -4.336
4 C -2.390 -1.832 -3.101
5 C -1.854 -3.085 -2.771
6 C -1.280 -3.249 -1.543
7 C -1.231 -2.222 -0.580
8 C -0.598 -2.476 0.712
9 C 0.232 -3.721 0.906
10 O -0.699 -1.695 1.651
11 C -1.758 -0.960 -0.933
12 O -1.785 0.117 -0.148
13 C -2.331 -0.785 -2.203
14 H -3.886 -0.639 -5.721
15 H -2.726 0.288 -4.742
16 H -4.295 -0.198 -4.046
17 H -1.902 -3.884 -3.497
18 H -0.860 -4.213 -1.294
19 H -0.326 -4.631 0.688
20 H 0.571 -3.742 1.938
21 H 1.093 -3.692 0.234
22 H -2.704 0.200 -2.441
23 C 1.454 3.390 3.396
24 C 2.066 2.673 2.247
25 N 1.572 1.756 1.421
26 C 2.585 1.418 0.535
27 C 3.693 2.142 0.828
28 N 3.342 2.915 1.900
29 C 5.075 2.260 0.282
30 O 5.374 1.518 -0.754
31 O 5.833 3.037 0.816
32 C 2.373 0.388 -0.521
33 O 3.304 0.127 -1.284
34 O 1.227 -0.160 -0.512
35 H 0.413 3.129 3.516
36 H 1.537 4.465 3.238
37 H 1.993 3.137 4.311
38 H 3.982 3.562 2.339
39 H 4.586 0.947 -1.047
40 C -2.842 0.557 2.298
41 C -1.551 1.323 2.226
42 O -1.281 2.227 2.950
43 H -3.370 0.896 3.184
44 H -2.626 -0.510 2.320
45 H -3.415 0.747 1.391

---

C25H24N3O10P2PrS5 as an isolated structure. Source: OMol25; level of theory: ωB97M-V with the def2-TZVPD basis set.

Computed properties:
Expectation value of S²: 2.002
LUMO energy (spin up / spin down) (eV): 4.1544 / 4.1544
Orbital gap (spin up / spin down) (eV): 5.53 / 5.53
Highest occupied orbital energy (spin up / spin down) (eV): -1.38 / -1.38
Multiplicity: 3
Net charge: -2

Positions of all 70 atoms, in Å:
1 Pr -0.575 0.081 0.386
2 O -3.530 4.982 -4.481
3 C -3.167 4.221 -3.605
4 S -3.682 2.545 -3.470
5 C -2.768 2.111 -2.020
6 C -2.019 3.093 -1.461
7 S -0.970 3.027 -0.082
8 S -2.085 4.658 -2.291
9 S -2.934 0.459 -1.477
10 C 4.009 1.480 1.584
11 C 2.769 0.858 1.374
12 N 2.046 1.027 0.286
13 C 2.530 1.845 -0.677
14 C 3.756 2.518 -0.554
15 C 4.499 2.315 0.619
16 C 4.215 3.383 -1.604
17 C 3.485 3.551 -2.724
18 C 2.237 2.866 -2.896
19 C 1.452 3.009 -4.056
20 C 0.296 2.291 -4.170
21 C -0.087 1.448 -3.112
22 N 0.594 1.350 -1.993
23 C 1.754 2.022 -1.887
24 H 4.546 1.294 2.505
25 H 2.353 0.204 2.126
26 H 5.448 2.826 0.741
27 H 5.160 3.897 -1.473
28 H 3.828 4.208 -3.516
29 H 1.780 3.680 -4.842
30 H -0.335 2.367 -5.046
31 H -0.983 0.841 -3.174
32 N -2.628 -2.687 -1.994
33 C -1.567 -3.437 -1.206
34 C -1.629 -4.916 -1.561
35 P 0.024 -2.686 -1.732
36 O -0.217 -2.863 -3.363
37 O 1.219 -3.467 -1.363
38 O -0.130 -1.215 -1.443
39 P -2.201 -3.152 0.537
40 O -1.299 -4.061 1.462
41 O -3.592 -3.679 0.423
42 O -2.004 -1.683 0.809
43 H -2.618 -2.968 -2.973
44 H -2.480 -1.653 -1.965
45 H -3.529 -2.894 -1.533
46 H -1.601 -5.059 -2.645
47 H -2.530 -5.374 -1.150
48 H -0.756 -5.407 -1.134
49 H 0.590 -3.258 -3.710
50 H -0.447 -3.568 1.648
51 O -1.459 0.359 4.063
52 C -0.372 0.156 3.508
53 O 0.035 0.763 2.456
54 C 0.574 -0.836 4.137
55 C 0.750 -0.751 5.516
56 C 1.604 -1.606 6.190
57 C 2.273 -2.587 5.465
58 C 2.088 -2.693 4.099
59 C 1.242 -1.822 3.389
60 S 1.083 -2.064 1.648
61 H 0.187 0.003 6.053
62 H 1.739 -1.518 7.261
63 H 2.939 -3.280 5.970
64 H 2.596 -3.466 3.536
65 C -3.878 1.634 1.595
66 O -2.648 0.954 1.692
67 H -3.729 2.718 1.658
68 H -4.564 1.314 2.387
69 H -4.319 1.398 0.628
70 H -2.372 0.892 2.632